Entry 1
The following is a quantum chemistry calculation of 13 unconnected molecules or ions with the total composition C4H35N2O12, from the Open Molecules 2025 dataset.

Summary:
Molecular weight ... 303.326 g mol⁻¹
Charge ... +1
LUMO energy ... -2.62 eV

Cartesian coordinates (Å):
C (3.03, 1.06, 0.67)
C (2.47, -0.08, -0.09)
C (1.08, -0.46, 0.20)
C (-0.06, 0.29, -0.09)
N (-1.32, -0.18, 0.33)
N (2.09, 1.35, 1.81)
H (3.19, 1.90, 0.02)
H (4.12, 0.77, 1.17)
H (2.37, 0.39, -1.16)
H (3.17, -0.94, 0.10)
H (1.03, -1.30, 0.94)
H (-0.09, 1.09, -0.84)
H (-1.45, -0.92, 1.03)
H (-2.18, 0.30, 0.15)
H (2.46, 2.23, 2.25)
H (1.21, 1.70, 1.45)
H (1.87, 0.54, 2.41)
H (0.62, -3.89, 0.69)
H (-0.76, -3.89, -0.03)
O (-0.25, -3.75, 0.73)
H (-0.23, 2.15, -2.46)
H (-0.07, 3.62, -2.83)
O (-0.42, 3.07, -2.20)
H (0.96, 3.16, 4.07)
H (-0.07, 3.21, 2.99)
O (0.77, 2.94, 3.14)
H (-2.07, -2.24, 2.81)
H (-0.84, -3.04, 2.29)
O (-1.08, -2.16, 2.59)
H (1.88, -2.79, -1.01)
H (1.75, -4.11, -1.77)
O (1.24, -3.51, -1.17)
H (1.22, -1.52, 2.92)
H (1.24, -0.77, 4.09)
O (1.89, -1.01, 3.43)
H (-3.07, 1.58, -1.55)
H (-4.35, 0.90, -1.60)
O (-3.41, 0.63, -1.39)
H (-1.89, -2.43, -2.71)
H (-1.42, -1.76, -1.36)
O (-1.11, -2.21, -2.16)
H (-1.87, 1.80, 3.73)
H (-1.62, 0.48, 3.12)
O (-1.71, 1.49, 2.87)
H (2.03, -1.63, -4.17)
H (1.09, -1.98, -3.14)
O (1.60, -1.18, -3.42)
H (-2.11, 3.16, -1.67)
H (-3.10, 3.32, -0.52)
O (-3.04, 3.24, -1.52)
H (-0.93, 1.07, -4.15)
H (-0.37, -0.18, -3.36)
O (-0.26, 0.81, -3.52)

Atomic partial charges in e from the natural (NBO) method, atoms 1 to 8: atom 1 (C): -0.219, atom 2 (C): -0.483, atom 3 (C): -0.357, atom 4 (C): 0.011, atom 5 (N): -0.857, atom 6 (N): -0.710, atom 7 (H): 0.227, atom 8 (H): 0.217

***

Entry 2
The following is a quantum chemistry calculation of 13 unconnected molecules or ions with the total composition C4H35N2O12, from the Open Molecules 2025 dataset.

Summary:
Molecular weight ... 303.326 g mol⁻¹
Charge ... +1
LUMO energy ... -2.34 eV

Cartesian coordinates (Å):
C (1.74, 3.37, -1.44)
C (1.08, 2.01, -1.78)
C (0.25, 1.39, -0.73)
N (1.11, -1.33, -0.25)
C (1.64, -0.33, 0.48)
N (1.25, 0.89, 0.33)
H (2.75, 3.44, -1.90)
H (0.98, 4.03, -1.83)
H (1.80, 3.49, -0.39)
H (1.88, 1.26, -2.11)
H (0.67, 2.03, -2.80)
H (-0.55, 0.69, -0.99)
H (-0.34, 2.21, -0.24)
H (0.35, -1.08, -0.86)
H (1.77, -2.15, -0.42)
H (2.31, -0.57, 1.26)
H (1.39, 1.70, 0.91)
H (-2.87, -0.35, 2.07)
H (-4.09, 0.59, 1.76)
O (-3.14, 0.55, 1.80)
H (-0.75, 1.99, 3.56)
H (-0.09, 2.24, 4.93)
O (-0.15, 1.52, 4.24)
H (4.18, 0.65, 2.04)
H (4.93, 1.16, 0.70)
O (4.12, 0.84, 1.09)
H (2.58, -1.64, -4.18)
H (1.67, -1.00, -3.20)
O (2.38, -1.66, -3.23)
H (-3.01, 0.87, -0.05)
H (-3.59, -0.12, -0.98)
O (-3.42, 0.83, -0.95)
H (3.50, -2.05, -0.84)
H (3.00, -3.20, -1.78)
O (3.25, -2.98, -0.87)
H (-2.78, -2.78, 2.23)
H (-1.64, -1.85, 2.13)
O (-2.51, -2.06, 1.65)
H (-1.26, -3.20, -0.14)
H (-1.00, -4.09, -1.40)
O (-0.55, -3.54, -0.74)
H (-0.83, -1.28, -4.54)
H (-1.83, -0.85, -3.57)
O (-1.09, -1.46, -3.63)
H (-2.03, 2.11, 2.06)
H (-2.22, 3.39, 3.04)
O (-1.61, 2.84, 2.54)
H (-1.59, 2.35, -3.12)
H (-2.36, 1.22, -2.17)
O (-1.63, 1.45, -2.81)
H (-1.18, -1.85, 4.60)
H (-0.84, -0.59, 3.95)
O (-1.00, -1.54, 3.70)

Atomic partial charges in e from the natural (NBO) method, atoms 1 to 8: atom 1 (C): -0.605, atom 2 (C): -0.430, atom 3 (C): -0.251, atom 4 (N): -0.760, atom 5 (C): 0.395, atom 6 (N): -0.521, atom 7 (H): 0.232, atom 8 (H): 0.219

***

What should be chosen as the least stable of them? Choose entry 1.

***

Entry 1
The following is a quantum chemistry calculation of 2 unconnected molecules or ions with the total composition C6H13O2, from the Open Molecules 2025 dataset.

Summary:
Molecular weight ... 117.168 g mol⁻¹
Charge ... -1
LUMO energy ... 3.76 eV

Cartesian coordinates (Å):
C (-1.34, 0.49, -1.71)
O (-1.23, -0.78, -1.96)
C (-0.02, 0.72, -0.83)
C (0.10, 1.59, 0.41)
C (0.69, 0.78, 1.51)
C (2.00, 0.73, 1.81)
C (-0.34, 0.00, 2.24)
H (-2.14, 0.94, -1.07)
H (-1.38, 0.94, -2.65)
H (0.71, 0.97, -1.64)
H (0.32, -0.05, -0.24)
H (-0.95, 1.76, 0.71)
H (0.50, 2.56, 0.20)
H (2.29, 0.07, 2.48)
H (2.85, 1.22, 1.55)
H (-1.03, 0.84, 2.52)
H (0.13, -0.29, 3.26)
H (-0.68, -0.72, 1.51)
H (0.23, -2.22, -1.79)
H (-0.51, -2.53, -0.91)
O (0.37, -2.88, -1.10)

Atomic partial charges in e from the natural (NBO) method, atoms 1 to 8: atom 1 (C): 0.009, atom 2 (O): -0.981, atom 3 (C): -0.423, atom 4 (C): -0.470, atom 5 (C): 0.077, atom 6 (C): -0.453, atom 7 (C): -0.658, atom 8 (H): 0.045

***

Entry 2
The following is a quantum chemistry calculation of 2 unconnected molecules or ions with the total composition C6H13O2, from the Open Molecules 2025 dataset.

Summary:
Molecular weight ... 117.168 g mol⁻¹
Charge ... -1
LUMO energy ... 3.38 eV

Cartesian coordinates (Å):
C (-2.86, 0.08, 0.32)
C (-2.88, 0.09, 1.92)
O (-2.89, -1.00, 2.53)
O (-2.74, 1.25, 2.37)
H (-2.45, 1.07, 0.10)
H (-3.85, -0.02, -0.09)
H (-2.21, -0.65, -0.15)
C (1.22, 0.24, -0.43)
C (0.78, -0.78, 0.62)
C (2.78, 0.46, -0.32)
C (0.90, -0.08, -1.89)
H (0.58, 1.08, -0.15)
H (0.95, -1.83, 0.33)
H (2.88, 1.37, -0.93)
H (3.03, 0.71, 0.71)
H (3.27, -0.45, -0.63)
H (-0.11, -0.45, -2.08)
H (1.08, 0.87, -2.40)
H (-0.30, -0.75, 0.82)
H (1.16, -0.43, 1.59)
H (1.64, -0.78, -2.27)

Atomic partial charges in e from the natural (NBO) method, atoms 1 to 8: atom 1 (C): -0.761, atom 2 (C): 0.769, atom 3 (O): -0.787, atom 4 (O): -0.796, atom 5 (H): 0.204, atom 6 (H): 0.193, atom 7 (H): 0.181, atom 8 (C): -0.211

***

What should be chosen as the least stable of them? Choose entry 1.

***

Entry 1
The following is a quantum chemistry calculation of a single C17H21NO4S molecule, from the Open Molecules 2025 dataset.

Summary:
Molecular weight ... 335.425 g mol⁻¹
SMILES ... CCCCNC(=O)c1ccc(CS(=O)(=O)c2ccc(C)cc2)o1
Charge ... 0
LUMO energy ... 0.50 eV

Cartesian coordinates (Å):
C (3.41, 0.61, 1.50)
C (2.73, -0.68, 1.94)
C (3.29, -1.92, 1.25)
C (3.15, -1.89, -0.27)
N (1.78, -1.72, -0.70)
C (1.37, -0.65, -1.42)
O (2.10, 0.25, -1.79)
C (-0.07, -0.67, -1.74)
C (-0.79, 0.12, -2.60)
C (-2.13, -0.30, -2.50)
C (-2.15, -1.31, -1.58)
C (-3.26, -2.00, -0.92)
H (-4.20, -1.88, -1.45)
H (-3.05, -3.05, -0.71)
S (-3.50, -1.22, 0.77)
O (-4.90, -0.91, 0.90)
O (-2.91, -2.10, 1.74)
C (-2.55, 0.29, 0.68)
C (-1.26, 0.31, 1.17)
C (-0.47, 1.42, 0.97)
C (-0.97, 2.52, 0.26)
C (-2.28, 2.50, -0.19)
C (-3.08, 1.38, 0.01)
H (-4.10, 1.34, -0.34)
H (-2.68, 3.35, -0.72)
C (-0.07, 3.68, -0.01)
H (0.36, 4.06, 0.92)
H (-0.61, 4.49, -0.50)
H (0.75, 3.37, -0.65)
H (0.54, 1.45, 1.33)
H (-0.90, -0.56, 1.70)
O (-0.90, -1.55, -1.12)
H (-2.97, 0.10, -3.03)
H (-0.39, 0.89, -3.22)
H (1.10, -2.40, -0.39)
H (3.55, -2.82, -0.69)
H (3.71, -1.05, -0.70)
H (2.78, -2.80, 1.64)
H (4.35, -2.02, 1.49)
H (2.85, -0.80, 3.02)
H (1.66, -0.62, 1.74)
H (3.06, 1.44, 2.12)
H (4.49, 0.53, 1.62)
H (3.18, 0.84, 0.46)

Atomic partial charges in e from the natural (NBO) method, atoms 1 to 8: atom 1 (C): -0.625, atom 2 (C): -0.397, atom 3 (C): -0.400, atom 4 (C): -0.231, atom 5 (N): -0.602, atom 6 (C): 0.626, atom 7 (O): -0.626, atom 8 (C): 0.168

***

Entry 2
The following is a quantum chemistry calculation of a single C17H21NO4S molecule, from the Open Molecules 2025 dataset.

Summary:
Molecular weight ... 335.425 g mol⁻¹
SMILES ... CCOc1ccc(S(=O)(=O)NC[C@H]2CCCO2)c2ccccc12
Charge ... 0
LUMO energy ... 0.42 eV

Cartesian coordinates (Å):
C (-1.78, -0.26, 4.54)
C (-0.39, -0.89, 4.54)
H (0.39, -0.12, 4.55)
H (-0.27, -1.52, 5.43)
O (-0.20, -1.78, 3.46)
C (0.05, -1.31, 2.22)
C (0.21, 0.02, 1.88)
C (0.48, 0.39, 0.56)
C (0.57, -0.54, -0.43)
C (0.43, -1.92, -0.14)
C (0.56, -2.92, -1.12)
C (0.43, -4.24, -0.80)
C (0.16, -4.62, 0.52)
C (0.03, -3.68, 1.50)
C (0.16, -2.31, 1.20)
H (-0.18, -3.96, 2.52)
H (0.06, -5.67, 0.76)
H (0.54, -5.00, -1.56)
H (0.78, -2.61, -2.13)
S (0.92, -0.07, -2.13)
O (2.28, -0.41, -2.41)
O (-0.11, -0.57, -2.99)
N (0.81, 1.59, -2.21)
H (1.48, 2.05, -1.61)
C (-0.53, 2.14, -2.13)
H (-1.15, 1.54, -1.45)
H (-0.96, 2.09, -3.13)
C (-0.48, 3.59, -1.64)
H (0.14, 4.17, -2.33)
C (-1.88, 4.19, -1.46)
H (-1.86, 5.26, -1.66)
H (-2.60, 3.72, -2.12)
C (-2.17, 3.93, 0.02)
H (-2.52, 2.91, 0.16)
C (-0.78, 4.10, 0.62)
H (-0.57, 5.16, 0.83)
O (0.14, 3.63, -0.35)
H (-0.63, 3.52, 1.54)
H (-2.89, 4.62, 0.44)
H (0.61, 1.44, 0.34)
H (0.15, 0.80, 2.63)
H (-2.54, -1.04, 4.57)
H (-1.89, 0.37, 5.42)
H (-1.93, 0.34, 3.65)

Atomic partial charges in e from the natural (NBO) method, atoms 1 to 8: atom 1 (C): -0.638, atom 2 (C): -0.063, atom 3 (H): 0.173, atom 4 (H): 0.196, atom 5 (O): -0.505, atom 6 (C): 0.439, atom 7 (C): -0.351, atom 8 (C): -0.187

***

What should be chosen as the least stable of them? Choose entry 2.

***

Entry 1
The following is a quantum chemistry calculation of a gas-phase ion, C4H6NO (charge +1), from the Open Molecules 2025 dataset.

Summary:
Molecular weight ... 84.098 g mol⁻¹
Charge ... +1
LUMO energy ... -5.30 eV

Cartesian coordinates (Å):
C (-2.27, -0.02, 0.10)
C (2.08, -1.09, 0.02)
C (-1.16, 0.74, 0.54)
C (0.23, 0.43, -0.41)
N (1.00, -0.51, 0.29)
O (-3.12, -0.70, -0.17)
H (2.84, -0.88, -0.77)
H (2.40, -2.00, 0.70)
H (-1.41, 1.68, 0.13)
H (-1.13, 0.92, 1.55)
H (-0.20, 0.07, -1.31)
H (0.73, 1.36, -0.67)

Atomic partial charges in e from the natural (NBO) method, atoms 1 to 8: atom 1 (C): 0.958, atom 2 (C): 0.040, atom 3 (C): -0.620, atom 4 (C): -0.140, atom 5 (N): -0.476, atom 6 (O): -0.227, atom 7 (H): 0.177, atom 8 (H): 0.199

***

Entry 2
The following is a quantum chemistry calculation of a molecular structure, C4H6NO, from the Open Molecules 2025 dataset.

Summary:
Molecular weight ... 84.098 g mol⁻¹
Charge ... +1
LUMO energy ... -4.60 eV

Cartesian coordinates (Å):
C (-1.72, 0.52, 0.05)
C (-0.99, -0.13, 0.96)
C (-0.70, 0.37, -1.03)
C (1.60, -0.27, 0.27)
N (0.12, -0.25, -0.07)
O (-0.41, -0.98, -1.10)
H (-2.66, 1.19, 0.24)
H (-0.98, -0.52, 1.97)
H (-0.13, 1.02, -2.18)
H (2.21, -0.28, -0.75)
H (2.00, 0.58, 0.94)
H (1.67, -1.25, 0.69)

Atomic partial charges in e from the natural (NBO) method, atoms 1 to 8: atom 1 (C): -0.191, atom 2 (C): -0.013, atom 3 (C): 0.216, atom 4 (C): -0.429, atom 5 (N): 0.006, atom 6 (O): -0.267, atom 7 (H): 0.296, atom 8 (H): 0.279

***

Entry 3
The following is a quantum chemistry calculation of a molecular structure, C4H6NO, from the Open Molecules 2025 dataset.

Summary:
Molecular weight ... 84.098 g mol⁻¹
Charge ... +1
LUMO energy ... -4.07 eV

Cartesian coordinates (Å):
C (-1.92, -0.34, -0.51)
C (-1.60, -0.92, 0.59)
C (2.24, 0.38, 0.04)
C (0.29, 0.70, 0.09)
N (-0.47, -0.48, -0.25)
O (2.59, -0.71, -0.22)
H (-2.53, 0.13, -1.25)
H (-1.73, -1.39, 1.53)
H (2.76, 1.30, 0.26)
H (0.12, 1.02, 1.11)
H (0.16, 1.50, -0.63)
H (0.07, -1.18, -0.77)

Atomic partial charges in e from the natural (NBO) method, atoms 1 to 8: atom 1 (C): 0.039, atom 2 (C): 0.035, atom 3 (C): 0.509, atom 4 (C): -0.393, atom 5 (N): -0.391, atom 6 (O): -0.443, atom 7 (H): 0.287, atom 8 (H): 0.287

***

What should be chosen as the least stable of them? Choose entry 2.